# C26H24F6N2O5PPtS2

A structure of composition C26H24F6N2O5PPtS2 (ωB97M-V/def2-TZVPD, OMol25).

```
67
Properties=species:S:1:pos:R:3:mulliken_charge:R:1
N -0.34694 2.20655 1.56457 -0.650
C 4.12376 -0.62495 3.14277 -0.743
C 2.42556 2.96795 -3.27043 -0.578
F -2.03404 1.80025 5.13287 -0.208
H -4.96354 -1.73565 -0.05013 0.445
C 0.62086 -3.81945 -2.31143 -0.982
H -3.65404 -1.21285 -2.14193 0.403
S -1.41454 2.87955 0.61247 0.906
H -3.88184 -3.39125 -1.55043 0.425
C 1.14666 1.01285 -2.72183 -0.278
H 3.74026 -2.95325 -3.26693 0.490
H 3.47126 1.34705 3.68847 0.506
C -1.05564 -2.74075 -0.92793 0.738
C 1.26066 -1.72815 -1.29793 0.182
C -3.67764 -0.53345 -1.29233 -1.145
C -3.12474 -3.59095 -0.78703 -0.744
C 1.84596 -3.91025 -2.93843 -0.762
C 2.78506 -2.90445 -2.76933 -0.798
H -4.61924 0.49605 1.05207 0.477
O -1.85694 -3.67495 -1.43193 -0.464
H 3.55186 3.83245 -1.67313 0.476
N -1.58084 -2.00495 -0.00563 -0.210
H -3.04764 -2.78685 1.25337 0.612
H -3.33404 -4.55205 -0.31303 0.320
H -4.44734 0.21275 -1.46603 0.463
H 2.72716 3.71835 -3.98693 0.423
H -4.19764 -0.84095 2.12237 0.503
O -0.76664 0.20415 2.92077 -0.765
C 2.48736 -1.82975 -1.95433 -0.342
O 0.50356 2.05655 3.89717 -0.532
O -1.44344 2.20265 -0.66433 -0.656
H 0.44526 0.23775 -3.00283 0.368
F -3.21364 1.66555 3.35307 -0.146
Pt -1.05774 0.15215 0.62777 1.900
H 4.84866 -0.69635 3.93967 0.406
C 1.55866 1.95195 -3.64813 -0.753
C 2.49886 2.08565 -1.03543 -0.455
H 2.84206 -2.45575 0.60637 0.395
C 0.29696 -2.72965 -1.49043 0.334
C 1.63266 1.06325 -1.41123 0.753
H 2.86816 2.13925 -0.02223 0.416
S -0.54404 1.64035 3.04187 1.020
H 3.22046 -1.04935 -1.80553 0.571
H 1.87456 1.53405 1.84947 0.432
P 1.09196 -0.23435 -0.26923 0.775
F 0.00836 4.95235 1.37327 -0.226
F -2.26594 3.54865 3.89687 -0.189
C -3.93194 -0.33305 1.19797 -0.865
C 2.89066 3.03175 -1.96653 -0.775
H -0.10984 -4.59875 -2.45783 0.514
O -2.64764 3.09915 1.27877 -0.513
H -2.70874 -0.00955 -1.23283 0.061
C -2.13604 2.23445 3.88097 0.541
C 3.93496 -1.69315 2.27867 -0.807
H 4.50416 -2.60065 2.41157 0.446
H -2.90804 0.08645 1.31927 -0.193
F -1.45824 5.43275 -0.14153 -0.189
C 3.37236 0.53045 2.99207 -1.241
C -2.96284 -2.43265 0.22067 -0.084
H 2.06556 -4.76045 -3.56263 0.446
C 2.46466 0.63685 1.95517 -0.325
C -0.58854 4.52405 0.26607 0.465
H 1.20076 1.90455 -4.66663 0.451
F 0.33956 4.36085 -0.67313 -0.115
C 3.00676 -1.60955 1.25647 -0.868
C -3.96724 -1.28405 0.00637 -0.056
C 2.29106 -0.42705 1.06797 0.993
```

Computed properties:
* frontier orbital gap (alpha / beta): 7.548 / 7.224 eV
* 2S+1: 3
* energy relative to the best compared isomer or geometry (same formula, charge and spin): 0.7941 eV
* M: 848.661 g/mol
* LUMO (alpha / beta): -3.27 / -5.03 eV
* total charge: +1
* ⟨S²⟩: 2.006